[1]
Density functional theory data (the ωB97M-V functional and the def2-TZVPD basis) for 2 unconnected molecules or ions with the total composition C2H4INO at a distorted geometry.

The geometry in XYZ format:
```
9
Properties=species:S:1:pos:R:3:forces:R:3:lowdin_charge:R:1
C 0.7564 -2.1391 -0.0904 -1.93 0.79 2.04 -0.71
C -0.3188 0.9787 0.2831 1.15 3.08 1.40 0.01
N 1.6861 -0.2651 1.0663 -1.21 -0.77 -0.77 0.07
O 1.1766 0.7737 0.6024 -0.61 0.65 -0.30 -0.23
I 2.1041 -3.6434 -0.1970 0.39 -0.41 0.13 0.69
H -0.0564 -2.4467 0.7522 1.80 0.46 -1.67 -0.05
H -0.3625 1.7682 -0.4991 0.36 -1.26 -0.04 0.10
H -0.7402 1.5504 1.1418 0.56 -0.72 -0.11 0.09
H -0.8569 0.1009 0.1702 -0.51 -1.82 -0.69 0.03
```
Forces are in eV/Å.

Computed properties:
**Lowest unoccupied orbital energy (spin up / spin down)**: -0.41 / -0.95 eV
**Total charge**: 0
**Largest force on an atom**: 3.58 eV/Å
**Frontier orbital gap (spin up / spin down)**: 0.2837 / 0.2697 hartree
**Spin multiplicity**: 1

***

[2]
Density functional theory data (the ωB97M-V functional and the def2-TZVPD basis) for a single C2H4INS molecule at a distorted geometry.

The geometry in XYZ format:
```
9
Properties=species:S:1:pos:R:3:forces:R:3:lowdin_charge:R:1
C 1.0004 0.3647 -0.0391 -2.21 -1.48 0.02 -0.32
C 0.9846 -0.9431 0.1357 -4.14 2.61 0.33 -0.01
N -0.1741 1.1213 -0.2153 -0.56 -3.26 -0.58 -0.38
S -3.3594 -0.9850 -0.7945 0.90 0.70 0.30 -0.32
I -1.9864 0.3797 0.5288 -0.05 0.20 -0.17 0.97
H 1.8375 0.9517 -0.0911 2.19 1.31 -0.37 0.08
H 1.7129 -1.5976 0.1424 3.90 -2.72 0.13 0.00
H -0.0101 -1.3302 0.3480 0.22 -0.47 -0.33 -0.01
H -0.0053 2.0386 -0.0149 -0.24 3.11 0.68 -0.01
```
Forces are in eV/Å.

Computed properties:
**Lowest unoccupied orbital energy**: -1.24 eV
**Total charge**: 0
**Largest force on an atom**: 4.91 eV/Å
**Frontier orbital gap**: 0.2676 hartree
**Spin multiplicity**: 1

***

[3]
Density functional theory data (the ωB97M-V functional and the def2-TZVPD basis) for 2 unconnected molecules or ions with the total composition C2H4IO4S at a distorted geometry.

The geometry in XYZ format:
```
12
Properties=species:S:1:pos:R:3:forces:R:3:lowdin_charge:R:1
I 0.8969 -2.6093 3.2616 0.03 0.05 -0.11 -0.72
C -0.4260 -0.5979 0.3689 -0.28 -1.79 1.41 -0.25
C 0.9824 -0.2622 -0.0843 0.03 -0.53 -0.57 -0.20
O 0.8916 0.9890 -0.7222 -1.79 2.62 -1.50 -0.22
S -0.6964 1.4850 -1.0633 0.25 -2.05 -0.20 0.74
O -1.1370 1.1492 -2.4459 1.44 0.43 3.50 -0.29
O -0.9213 2.8186 -0.5953 0.44 -0.74 -0.46 -0.25
O -1.2838 0.4663 0.0903 -0.58 2.24 -2.19 -0.20
H -0.5504 -0.7645 1.4389 0.57 0.02 0.05 0.02
H -0.7829 -1.5252 -0.0793 -0.03 0.11 -0.36 0.12
H 1.2917 -0.9510 -0.8705 0.21 -0.32 0.34 0.12
H 1.7352 -0.1981 0.7013 -0.28 -0.05 0.08 0.11
```
Forces are in eV/Å.

Computed properties:
**Lowest unoccupied orbital energy**: 2.98 eV
**Total charge**: -1
**Largest force on an atom**: 3.81 eV/Å
**Frontier orbital gap**: 0.2542 hartree
**Spin multiplicity**: 1

***

[4]
Density functional theory data (the ωB97M-V functional and the def2-TZVPD basis) for a molecular structure, C2H4LiO2Tb at a distorted geometry.

The geometry in XYZ format:
```
10
Properties=species:S:1:pos:R:3:forces:R:3:lowdin_charge:R:1
O 1.9006 1.3243 -0.1237 -1.46 -0.02 0.61 -0.49
C 0.3582 -0.9027 -0.6472 0.80 0.41 -0.39 0.19
C -0.9087 -0.5929 -0.2177 -0.94 0.40 3.96 -0.22
O -1.1199 0.0855 0.9582 -0.34 -1.18 -3.04 -0.43
H 2.6746 0.8650 0.2034 0.58 -0.05 -0.20 0.00
H 1.1141 -1.1116 0.1195 0.01 0.26 -0.61 0.12
H 0.5141 -0.9756 -1.7250 0.33 -0.53 0.32 0.13
H -1.7496 -1.1982 -0.5809 -0.05 0.67 -0.66 0.15
Li -2.9909 0.4185 1.1104 -0.32 -0.35 0.30 0.86
Tb 0.2075 2.0876 0.9030 1.38 0.38 -0.29 1.68
```
Forces are in eV/Å.

Computed properties:
**Lowest unoccupied orbital energy (spin up / spin down)**: -10.92 / -8.77 eV
**Total charge**: +2
**Largest force on an atom**: 4.08 eV/Å
**Frontier orbital gap (spin up / spin down)**: 0.2116 / 0.2567 hartree
**<S²>**: 13.020
**Spin multiplicity**: 7

***

[5]
Density functional theory data (the ωB97M-V functional and the def2-TZVPD basis) for a molecular structure, C2H4LiO2V at a distorted geometry.

The geometry in XYZ format:
```
10
Properties=species:S:1:pos:R:3:forces:R:3:lowdin_charge:R:1
O -1.2383 -1.0182 1.3500 -0.11 -0.14 1.14 -0.41
C -0.1117 0.8311 0.0536 2.03 1.57 -1.96 0.05
C 0.6831 0.4351 -1.1276 0.69 0.85 -0.01 -0.11
O 0.4918 -0.7021 -0.2737 -0.54 1.99 1.04 -0.27
V -0.9553 -1.9016 -0.2834 -1.40 -1.75 -0.95 1.27
Li -0.1215 -1.4534 2.8624 -0.16 0.20 0.34 0.88
H 0.4169 1.4517 0.7811 0.21 -1.21 0.46 0.14
H -1.0767 1.2963 -0.1639 -0.71 -1.66 0.30 0.15
H 1.7452 0.6901 -1.1100 -0.35 0.10 -0.49 0.16
H 0.1665 0.3708 -2.0884 0.34 0.05 0.13 0.15
```
Forces are in eV/Å.

Computed properties:
**Lowest unoccupied orbital energy (spin up / spin down)**: -9.35 / -11.43 eV
**Total charge**: +2
**Largest force on an atom**: 3.23 eV/Å
**Frontier orbital gap (spin up / spin down)**: 0.3476 / 0.3406 hartree
**<S²>**: 6.006
**Spin multiplicity**: 5

***

[6]
Density functional theory data (the ωB97M-V functional and the def2-TZVPD basis) for a single C2H4N2 molecule at a distorted geometry.

The geometry in XYZ format:
```
8
Properties=species:S:1:pos:R:3:forces:R:3:lowdin_charge:R:1
C -0.1169 -0.7222 0.0017 -0.14 1.92 1.03 -0.09
C 0.6349 0.4230 -0.4866 -0.70 3.07 1.56 -0.23
N -0.5723 1.5263 -0.6584 1.75 -2.56 2.99 0.06
N -0.5040 0.1117 -1.1362 -2.34 -0.80 -3.44 -0.09
H 0.2334 -1.6738 -0.2077 0.73 -1.65 -1.13 0.08
H -0.7239 -0.7699 0.8605 -0.67 0.72 1.20 0.08
H 1.5675 0.7895 -0.7832 1.31 -0.27 -0.68 0.10
H -0.9252 1.5655 0.3497 0.06 -0.42 -1.53 0.08
```
Forces are in eV/Å.

Computed properties:
**SMILES**: C1[C@@H]2NN12
**Lowest unoccupied orbital energy**: 1.09 eV
**Total charge**: 0
**Largest force on an atom**: 4.31 eV/Å
**Frontier orbital gap**: 0.3941 hartree
**Spin multiplicity**: 1

***

[7]
Density functional theory data (the ωB97M-V functional and the def2-TZVPD basis) for a single C2H4N2O molecule.

The geometry in XYZ format:
```
9
Properties=species:S:1:pos:R:3:forces:R:3:lowdin_charge:R:1
N -0.6884 1.1096 1.2389 -0.15 -0.42 -0.16 0.12
C -0.8227 0.1552 0.4236 0.09 0.22 0.05 -0.28
N 0.2855 -0.6872 0.1220 0.23 0.05 0.09 0.03
C 1.0290 -0.4281 -1.0093 0.21 -0.14 -0.06 -0.36
O 2.1909 -0.7329 -1.1401 -0.45 0.01 -0.02 0.03
H -1.5562 1.6286 1.3722 -0.02 -0.18 -0.04 0.05
H -1.7300 -0.1315 -0.1169 -0.01 0.31 0.06 0.12
H 0.8442 -0.9996 0.9086 -0.01 0.22 -0.01 0.14
H 0.4476 0.0859 -1.7988 0.09 -0.07 0.09 0.14
```
Forces are in eV/Å.

Computed properties:
**SMILES**: [H]/N=C/NC=O
**Lowest unoccupied orbital energy**: 0.91 eV
**Total charge**: 0
**Largest force on an atom**: 0.47 eV/Å
**Frontier orbital gap**: 0.4096 hartree
**Spin multiplicity**: 1

***

[8]
Density functional theory data (the ωB97M-V functional and the def2-TZVPD basis) for 3 unconnected molecules or ions with the total composition C2H4N2O at a distorted geometry.

The geometry in XYZ format:
```
9
Properties=species:S:1:pos:R:3:forces:R:3:lowdin_charge:R:1
C 1.9881 0.1909 0.4513 0.00 -1.03 2.21 -0.24
C -0.0046 -0.6678 -0.6501 -2.43 3.77 1.35 0.07
N -1.5607 1.1276 -0.2883 0.22 0.19 -0.82 0.08
N -0.8910 0.0933 -0.4554 -0.65 0.81 1.12 -0.18
O 3.0229 -0.1083 -0.0661 0.10 -0.29 1.71 0.00
H 1.2469 0.5636 -0.1908 -0.83 1.83 -0.15 -0.02
H 0.0756 -1.5766 -0.9872 0.54 -4.70 -1.90 0.04
H 1.3792 -0.1060 1.7464 2.24 0.59 -3.17 0.17
H -2.1171 1.3105 0.5647 0.80 -1.18 -0.33 0.08
```
Forces are in eV/Å.

Computed properties:
**Lowest unoccupied orbital energy**: 0.41 eV
**Total charge**: 0
**Largest force on an atom**: 5.10 eV/Å
**Frontier orbital gap**: 0.3448 hartree
**Spin multiplicity**: 1

***

[9]
Density functional theory data (the ωB97M-V functional and the def2-TZVPD basis) for a single C2H4N2O molecule at a distorted geometry.

The geometry in XYZ format:
```
9
Properties=species:S:1:pos:R:3:forces:R:3:lowdin_charge:R:1
N -0.7580 1.1865 1.4015 0.55 0.70 -0.25 0.09
C -0.6820 0.4980 0.3425 -0.56 -0.52 1.05 -0.29
N 0.4247 -0.3275 0.1204 -0.01 -0.19 0.19 0.06
C 0.9889 -0.7914 -1.0462 -0.08 -0.12 0.05 -0.34
O 1.8797 -1.6103 -1.0696 -0.37 0.45 0.03 0.03
H -1.6495 1.6779 1.3516 -0.01 -0.17 0.54 0.05
H -1.6453 0.3329 -0.1195 0.36 -0.16 -1.60 0.12
H 0.8674 -0.6380 0.9774 0.20 0.10 -0.11 0.15
H 0.5742 -0.3281 -1.9581 -0.08 -0.10 0.10 0.13
```
Forces are in eV/Å.

Computed properties:
**SMILES**: [H]/N=C/NC=O
**Lowest unoccupied orbital energy**: 0.79 eV
**Total charge**: 0
**Largest force on an atom**: 1.65 eV/Å
**Frontier orbital gap**: 0.4093 hartree
**Spin multiplicity**: 1

***

[10]
Density functional theory data (the ωB97M-V functional and the def2-TZVPD basis) for a single C2H4N2O molecule at a distorted geometry.

The geometry in XYZ format:
```
9
Properties=species:S:1:pos:R:3:forces:R:3:lowdin_charge:R:1
C -0.0089 1.1549 -0.0047 2.45 1.11 -1.08 -0.17
C 0.2596 -1.1269 0.0589 1.27 -0.29 -2.59 -0.25
N -1.2675 0.4469 0.0391 -0.51 1.56 -0.92 0.00
N -1.1255 -0.7519 -0.0880 -0.70 -1.16 0.16 0.02
O 1.0247 0.0474 -0.1594 -1.73 1.65 1.90 -0.14
H 0.1513 1.8039 -1.0085 -0.83 -1.42 2.38 0.16
H 0.0904 1.8788 0.9093 0.12 -1.64 -1.46 0.13
H 0.1801 -1.6672 0.9947 1.05 0.18 0.81 0.11
H 0.6957 -1.7859 -0.7414 -1.12 -0.01 0.80 0.14
```
Forces are in eV/Å.

Computed properties:
**SMILES**: C1N=NCO1
**Lowest unoccupied orbital energy**: 0.76 eV
**Total charge**: 0
**Largest force on an atom**: 3.05 eV/Å
**Frontier orbital gap**: 0.3927 hartree
**Spin multiplicity**: 1

***

The following relative energy (zero: lowest compared OMol25 entry of this formula, charge and spin) values (in eV) correspond, in order, to the records above: 7.906 3.175 0.693 2.365 1.372 4.549 0.443 6.274 0.523 2.559.